No. 1
A cluster of 2 separate species, C2H6Br2 in total in a non-equilibrium geometry, computed with ωB97M-V/def2-TZVPD.

Summary:
E_tot	-5227.8161	Eh
SMILES	CBr.CBr
E_HOMO	-10.2061	eV
E_LUMO	0.745	eV
orbital gap	10.95	eV
largest force on an atom	1.5	eV Å⁻¹

```
! RIJCOSX wB97M-V def2-TZVPD def2/J DEFGRID3
* xyz 0 1
Br -1.342 -1.093 -1.806
Br 1.343 1.094 1.806
C -1.838 -0.247 -0.171
C 1.838 0.247 0.171
H -2.933 -0.270 -0.045
H 1.375 0.766 -0.685
H -1.375 -0.766 0.685
H -1.505 0.804 -0.166
H 1.504 -0.804 0.167
H 2.933 0.269 0.044
*
```

These are the natural (NBO) partial charges, in e, on atoms 1 to 5: atom 1 (Br): -0.0001, atom 2 (Br): -0.0001, atom 3 (C): -0.6745, atom 4 (C): -0.6745, atom 5 (H): 0.2252

=====

No. 2
A cluster of 2 separate species, C4H12 in total in a non-equilibrium geometry, computed with ωB97M-V/def2-TZVPD.

Summary:
E_tot	-159.5682	Eh
SMILES	CC.CC
E_HOMO	-11.3761	eV
E_LUMO	1.116	eV
relative energy (zero: lowest compared OMol25 entry of this formula, charge and spin)	0.458	eV
orbital gap	12.49	eV
largest force on an atom	1.6	eV Å⁻¹

```
! RIJCOSX wB97M-V def2-TZVPD def2/J DEFGRID3
* xyz 0 1
C -0.908 -2.502 -1.554
C 0.352 2.565 1.078
C 0.702 1.168 1.567
C -0.293 -1.211 -0.999
H 0.098 0.861 2.414
H 0.670 -0.955 -1.465
H 1.052 2.777 0.263
H 1.768 1.149 1.794
H -1.681 -2.262 -2.278
H -0.600 2.622 0.541
H 0.640 0.393 0.803
H 0.400 3.312 1.856
H -0.067 -1.276 0.054
H -1.125 -3.210 -0.753
H -0.874 -0.340 -1.254
H -0.134 -3.091 -2.069
*
```

These are the natural (NBO) partial charges, in e, on atoms 1 to 5: atom 1 (C): -0.6228, atom 2 (C): -0.6070, atom 3 (C): -0.6071, atom 4 (C): -0.6181, atom 5 (H): 0.2007

=====

No. 3
A structure of composition C19H23CeCl2N in a non-equilibrium geometry, computed with ωB97M-V/def2-TZVPD.

Summary:
E_tot	-2187.4774	Eh
E_HOMO	-14.4039	eV
E_LUMO	-7.766	eV
orbital gap	6.64	eV
largest force on an atom	2.5	eV Å⁻¹

```
! RIJCOSX wB97M-V def2-TZVPD def2/J DEFGRID3
* xyz 2 1
Ce -0.537 0.458 -0.080
Cl 1.481 -1.069 0.198
Cl -4.381 4.667 2.977
N -3.105 1.518 0.950
C 0.271 2.724 1.146
C -0.308 3.239 -0.062
C 3.262 -4.484 0.650
C -4.409 3.279 1.980
C 4.724 -3.091 -0.890
C 4.689 -2.617 1.607
C -1.005 0.547 -2.680
C -2.299 0.206 -2.171
C -2.197 -1.056 -1.487
C -5.609 2.679 1.591
C 1.391 1.911 0.801
C -4.273 1.011 0.475
C 0.416 2.693 -1.168
C -5.540 1.516 0.816
C -0.108 -0.505 -2.313
C 4.240 -3.409 0.457
C -0.850 -1.535 -1.632
C 1.446 1.846 -0.639
C -3.186 2.702 1.612
H 5.625 -3.689 -1.068
H 5.056 -2.045 -1.031
H 2.645 -4.725 -0.237
H -0.034 2.964 2.183
H 5.578 -3.112 2.011
H 3.987 -2.582 2.462
H 4.038 -3.379 -1.709
H 0.274 2.913 -2.220
H -4.214 0.176 -0.243
H 3.828 -5.402 0.836
H 2.134 1.233 -1.226
H -0.475 -2.515 -1.340
H -6.440 0.992 0.456
H 2.611 -4.379 1.539
H 5.040 -1.595 1.370
H -3.222 0.757 -2.369
H -2.288 3.250 1.883
H -6.555 3.097 1.925
H -3.006 -1.615 -0.988
H 0.987 -0.489 -2.449
H 2.144 1.502 1.490
H -0.736 1.408 -3.282
H -1.087 4.004 -0.133
*
```

These are the natural (NBO) partial charges, in e, on atoms 1 to 5: atom 1 (Ce): 1.2273, atom 2 (Cl): -0.3695, atom 3 (Cl): 0.0867, atom 4 (N): -0.4770, atom 5 (C): -0.2832

=====

No. 4
A cluster of 2 separate species, C3BrF3O2 in total in a non-equilibrium geometry, computed with ωB97M-V/def2-TZVPD.

Summary:
E_tot	-3138.3163	Eh
E_HOMO	-9.1036	eV
E_LUMO	-0.618	eV
relative energy (zero: lowest compared OMol25 entry of this formula, charge and spin)	1.613	eV
orbital gap	8.49	eV
largest force on an atom	4.7	eV Å⁻¹

```
! RIJCOSX wB97M-V def2-TZVPD def2/J DEFGRID3
* xyz 0 1
Br 3.172 -0.158 -0.305
F -2.021 -0.103 -1.382
F -1.999 0.779 0.582
F -1.941 -1.377 0.429
O 1.824 1.561 1.422
O 0.517 -0.859 -1.100
C 0.070 -0.251 -0.183
C 1.920 0.669 0.676
C -1.541 -0.260 -0.139
*
```

These are the natural (NBO) partial charges, in e, on atoms 1 to 5: atom 1 (Br): 0.2140, atom 2 (F): -0.3040, atom 3 (F): -0.3207, atom 4 (F): -0.2962, atom 5 (O): -0.4502

=====

Q: Which formula does entry 1 have?
A: C2H6Br2

=====

Q: The lowest E_tot belongs to which entry?
A: C2H6Br2

=====

Q: What is the formula in the second record?
A: C4H12

=====

Q: Which value of E_HOMO does entry 2 give?
A: -11.3761 eV